[1]
A cluster of 2 separate species, CH3NOS in total at a distorted geometry, computed with ωB97M-V/def2-TZVPD.

Last column: Löwdin charge in e.
Positions of all 7 atoms, in Å:
H -1.8036 -0.2140 0.4057  0.092
N -0.9428 0.2475 0.6584  -0.052
H -0.9685 0.8503 1.4886  0.120
S 1.6965 -0.2534 0.2716  0.810
O 2.4615 -0.6407 -0.9116  -0.630
C 0.0790 -0.0854 -0.0827  -0.554
H -0.5221 0.0956 -1.8300  0.213

Atoms 1-6, force components in eV/Å:
-0.091 0.316 0.275
-1.886 0.552 1.625
0.397 -0.557 -0.659
-1.952 -0.244 -0.074
0.829 0.174 -0.655
0.980 0.573 -3.907

Summary:
Molecular weight = 77.1 g/mol
E_HOMO = -8.31 eV
Strongest force on any atom = 4.1 eV/A
Multiplicity = 1
Kohn-Sham gap = 7.5 eV
LUMO = -0.82 eV
Total charge = 0
Energy above the lowest of the compared OMol25 structures with the same formula, charge and spin = 119.64 kcal per mole

---

[2]
The molecule CH3NOS at a distorted geometry, computed with ωB97M-V/def2-TZVPD.

Last column: Löwdin charge in e.
Positions of all 7 atoms, in Å:
N -1.1518 0.3279 -0.0488  -0.368
H -1.7824 0.4871 -0.7847  0.017
S 0.3432 1.0692 -0.0934  0.929
H 0.4975 -1.3328 0.1839  0.101
H -1.6710 0.2268 0.8007  0.040
O 2.5956 -0.3684 -0.0521  -0.229
C 1.1689 -0.4098 -0.0055  -0.489

Atoms 1-6, force components in eV/Å:
-0.665 -0.211 0.501
-0.459 0.362 -1.220
-0.434 -0.485 0.123
1.379 1.262 -0.485
0.256 0.343 0.629
-9.089 -0.722 0.310

Summary:
Molecular weight = 77.1 g/mol
SMILES = NSC=O
E_HOMO = -9.72 eV
Strongest force on any atom = 9.1 eV/A
Multiplicity = 1
Kohn-Sham gap = 9.9 eV
LUMO = 0.18 eV
Total charge = 0
Energy above the lowest of the compared OMol25 structures with the same formula, charge and spin = 59.32 kcal per mole

---

[3]
The molecule CH3NOS at a distorted geometry, computed with ωB97M-V/def2-TZVPD.

Last column: Löwdin charge in e.
Positions of all 7 atoms, in Å:
O -1.3777 -1.0458 -0.4080  0.058
S 1.9285 -0.3331 -0.0651  0.727
N 0.2988 0.3679 0.2180  -0.385
H 0.3202 1.3412 0.7390  0.135
C -0.9549 -0.0225 -0.0115  -0.526
H -1.4551 0.9249 0.3127  0.130
H 1.2403 -1.2327 -0.7852  -0.139

Atoms 1-6, force components in eV/Å:
-0.835 -1.955 -1.044
-2.270 -0.035 -0.058
3.266 3.673 2.115
0.286 -2.845 -1.679
0.299 2.349 1.214
-1.390 -0.754 -0.329

Summary:
Molecular weight = 77.1 g/mol
SMILES = O=CNS
E_HOMO = -9.18 eV
Strongest force on any atom = 5.4 eV/A
Multiplicity = 1
Kohn-Sham gap = 9.5 eV
LUMO = 0.33 eV
Total charge = 0
Energy above the lowest of the compared OMol25 structures with the same formula, charge and spin = 37.92 kcal per mole